Entry 1:
# C2H4INOS

C2H4INOS in the gas phase (ωB97M-V/def2-TZVPD, OMol25).

Its total charge is 0. Its multiplicity is 1. Its energy is -904.3795 a.u. Its SMILES is CO/N=C/SI. Its molecular weight is 217.0 g/mol. Its energy above the lowest of the compared OMol25 structures with the same formula, charge and spin is 58.3 kcal/mol.

Cartesian coordinates (Å):
C1 0.611 0.767 0.042
O1 0.137 -0.617 0.025
N1 -1.246 -0.718 0.009
C2 -1.828 -1.812 -0.244
S1 -3.507 -2.027 -0.011
I1 -4.469 0.187 0.057
H1 1.253 0.752 0.805
H2 -0.299 1.395 0.207
H3 0.968 0.776 -1.010
H4 -1.408 -2.790 -0.627

Entry 2:
# C2H4In

A molecular structure, C2H4In (ωB97M-V/def2-TZVPD, OMol25).

Its total charge is 0. Its multiplicity is 2. Its expectation value of S² is 0.783. Its energy is -268.5285 a.u. Its molecular weight is 142.9 g/mol.

Cartesian coordinates (Å):
C1 -1.731 0.268 -0.225
C2 -0.582 -0.470 -0.386
H1 -1.724 1.357 -0.385
H2 -2.721 -0.145 -0.481
H3 -0.781 -1.557 -0.424
In1 1.288 0.361 -0.548
H4 -2.465 0.576 1.617

Entry 3:
# C2H4Li2O

A molecular structure, C2H4Li2O (ωB97M-V/def2-TZVPD, OMol25).

Its total charge is 0. Its multiplicity is 1. Its energy is -168.8557 a.u. Its molecular weight is 57.9 g/mol. Its energy above the lowest of the compared OMol25 structures with the same formula, charge and spin is 5.5 kcal/mol.

Cartesian coordinates (Å):
O1 -0.753 -0.233 -0.368
Li1 0.315 -1.269 0.561
Li2 -2.436 -0.258 -0.539
C1 0.574 1.043 -0.033
C2 1.787 0.470 0.499
H1 0.047 1.710 0.670
H2 0.604 1.343 -1.095
H3 2.099 0.832 1.490
H4 2.588 0.278 -0.228

Entry 4:
# C2H4MgO3

A molecular structure, C2H4MgO3 (ωB97M-V/def2-TZVPD, OMol25).

Its total charge is +1. Its multiplicity is 2. Its expectation value of S² is 0.750. Its energy is -504.1655 a.u. Its molecular weight is 100.4 g/mol. Its energy above the lowest of the compared OMol25 structures with the same formula, charge and spin is 0.0 kcal/mol.

Cartesian coordinates (Å):
O1 -0.502 -1.074 1.428
C1 -0.689 -0.171 0.675
Mg1 -0.821 2.275 -0.722
O2 0.034 0.197 -0.385
O3 -1.458 0.902 0.924
H1 -1.871 0.856 1.811
C2 1.133 -0.611 -0.848
H2 2.063 -0.101 -0.582
H3 1.080 -1.590 -0.365
H4 1.031 -0.683 -1.934

Entry 5:
# C2H4MnNO2Se4

A molecular structure, C2H4MnNO2Se4 (ωB97M-V/def2-TZVPD, OMol25).

Its total charge is -1. Its multiplicity is 2. Its expectation value of S² is 0.800. Its energy is -11040.6049 a.u. Its molecular weight is 444.8 g/mol.

Cartesian coordinates (Å):
Mn1 0.692 -0.437 0.547
N1 -0.327 0.571 -1.201
C1 -1.762 0.630 -0.900
C2 -1.978 0.363 0.629
O1 -3.019 0.716 1.149
O2 -1.003 -0.228 1.176
H1 0.080 1.509 -1.154
H2 -0.154 0.239 -2.150
H3 -2.295 -0.157 -1.442
H4 -2.212 1.594 -1.151
Se1 1.315 -1.596 2.343
Se2 3.436 -2.171 2.758
Se3 4.650 -0.842 -0.026
Se4 2.579 -0.192 -0.578

Entry 6:
# C2H4N2

2 unconnected molecules or ions with the total composition C2H4N2 (ωB97M-V/def2-TZVPD, OMol25).

Its total charge is 0. Its multiplicity is 1. Its energy is -187.9634 a.u. Its SMILES is [H]/N=N\[H].C#C. Its molecular weight is 56.1 g/mol. Its energy above the lowest of the compared OMol25 structures with the same formula, charge and spin is 97.2 kcal/mol.

Cartesian coordinates (Å):
H1 -1.005 -0.273 0.700
N1 -1.872 -0.609 0.147
N2 -2.617 0.233 -0.313
H2 -2.356 1.234 -0.037
C1 2.208 0.398 -0.041
C2 1.654 -0.667 -0.196
H3 2.598 1.349 0.171
H4 1.391 -1.664 -0.433

Entry 7:
# C2H4N2

C2H4N2 in the gas phase (ωB97M-V/def2-TZVPD, OMol25).

Its total charge is 0. Its multiplicity is 1. Its energy is -187.9453 a.u. Its SMILES is C1[C@@H]2NN12. Its molecular weight is 56.1 g/mol. Its energy above the lowest of the compared OMol25 structures with the same formula, charge and spin is 108.6 kcal/mol.

Cartesian coordinates (Å):
C1 0.267 0.744 0.378
C2 -0.531 -0.484 0.433
N1 -0.226 -0.902 -0.878
N2 -0.715 0.407 -0.668
H1 0.388 1.741 0.793
H2 1.203 0.453 0.009
H3 -1.357 -0.817 1.013
H4 0.972 -1.141 -1.079

Entry 8:
# C2H4N2O

2 unconnected molecules or ions with the total composition C2H4N2O (ωB97M-V/def2-TZVPD, OMol25).

Its total charge is 0. Its multiplicity is 1. Its energy is -263.1480 a.u. Its molecular weight is 72.1 g/mol. Its energy above the lowest of the compared OMol25 structures with the same formula, charge and spin is 135.1 kcal/mol.

Cartesian coordinates (Å):
C1 1.662 -0.734 2.803
C2 -1.417 0.594 -2.089
N1 0.822 -0.381 2.049
N2 0.193 -0.276 -0.583
O1 -0.686 0.642 -1.029
H1 -1.359 -0.277 -2.814
H2 -2.134 1.292 -2.160
H3 2.287 -0.961 3.578
H4 0.633 0.100 0.245